# 1
62
Properties=species:S:1:pos:R:3 method="wB97M-V/def2-TZVPD" mol_weight_g_mol=635.23 homo_lumo_gap_ev="4.7 / 4.6" homo_energy_ev="-0.681 / -0.671" multiplicity=3 charge=-2
Ni 0.72 0.59 0.66
C -3.04 2.45 -0.99
C -2.44 1.94 0.32
C -2.64 2.95 1.44
C -3.01 0.58 0.64
C -4.29 0.43 1.15
C -4.82 -0.82 1.40
C -4.05 -1.95 1.18
C -2.76 -1.84 0.68
C -1.91 -3.08 0.51
C -2.50 -4.03 -0.53
C -1.72 -3.77 1.86
C -2.25 -0.57 0.38
N -0.97 -0.41 -0.14
C -0.68 -0.78 -1.35
C 0.60 -0.59 -1.89
C 1.12 -1.00 -3.13
C 2.44 -0.58 -3.15
C 2.67 0.08 -1.93
N 1.58 0.07 -1.18
C 4.00 0.66 -1.50
C 4.58 1.52 -2.63
C 3.83 1.53 -0.25
C 4.97 -0.49 -1.20
H -2.61 3.42 -1.26
H -4.12 2.56 -0.91
H -2.83 1.75 -1.80
H -1.35 1.83 0.17
H -3.68 3.07 1.72
H -2.25 3.92 1.14
H -2.08 2.62 2.32
H -4.90 1.31 1.34
H -5.83 -0.92 1.78
H -4.46 -2.92 1.39
H -0.92 -2.77 0.16
H -3.47 -4.42 -0.20
H -1.84 -4.88 -0.69
H -2.64 -3.52 -1.47
H -2.66 -4.13 2.26
H -1.29 -3.06 2.57
H -1.04 -4.61 1.77
H -1.45 -1.24 -1.98
H 0.59 -1.54 -3.89
H 3.15 -0.74 -3.95
H 3.87 2.30 -2.92
H 4.80 0.92 -3.51
H 5.50 2.00 -2.31
H 3.25 2.42 -0.48
H 4.80 1.84 0.14
H 3.30 0.97 0.53
H 5.02 -1.17 -2.05
H 4.62 -1.05 -0.34
H 5.96 -0.11 -0.99
S 3.71 4.20 4.18
Sb 1.43 4.31 3.67
S 1.14 2.51 1.70
S 0.10 1.18 2.80
S 1.27 6.33 2.51
N 1.96 -1.56 1.67
H 2.41 -0.76 2.11
H 2.15 -1.53 0.67
H 0.95 -1.46 1.81

=====

# 2
62
Properties=species:S:1:pos:R:3 method="wB97M-V/def2-TZVPD" mol_weight_g_mol=436.58 relative_energy_ev=0.0247 homo_lumo_gap_ev=8.3 homo_energy_ev=-8.492 smiles="CCCCN(C)CCNC(=O)c1c[nH]c2ccc(S(=O)(=O)N(CC)CC)cc2c1=O"
C 1.81 4.32 1.98
C 3.19 3.74 1.66
C 3.17 2.95 0.35
H 2.85 3.61 -0.46
C 4.55 2.36 0.03
N 4.46 1.38 -1.04
C 4.38 1.99 -2.34
H 4.20 1.23 -3.10
H 3.54 2.69 -2.36
H 5.30 2.55 -2.61
C 5.49 0.35 -0.98
H 6.50 0.77 -0.90
C 5.24 -0.62 0.18
N 3.85 -0.97 0.25
C 3.39 -2.21 0.05
O 4.10 -3.20 -0.12
C 1.89 -2.34 0.08
C 1.41 -3.60 -0.09
N 0.09 -3.90 -0.09
C -0.86 -2.93 0.10
C -2.22 -3.25 0.10
C -3.16 -2.26 0.30
C -2.74 -0.95 0.51
C -1.41 -0.62 0.51
C -0.44 -1.60 0.30
C 0.98 -1.23 0.28
O 1.32 -0.06 0.42
H -1.09 0.39 0.69
S -3.98 0.34 0.74
O -3.60 1.14 1.86
O -5.26 -0.30 0.75
N -3.87 1.27 -0.62
C -4.28 0.61 -1.84
C -5.75 0.87 -2.14
H -6.05 0.35 -3.05
H -5.94 1.94 -2.26
H -6.35 0.51 -1.31
H -4.12 -0.47 -1.74
H -3.65 0.97 -2.66
C -2.88 2.31 -0.67
C -3.45 3.60 -1.28
H -2.70 4.38 -1.23
H -4.33 3.91 -0.72
H -3.73 3.44 -2.32
H -2.00 1.99 -1.24
H -2.60 2.50 0.36
H -4.21 -2.47 0.32
H -2.53 -4.28 -0.05
H -0.21 -4.86 -0.23
H 2.11 -4.41 -0.24
H 3.18 -0.21 0.28
H 5.55 -0.17 1.13
H 5.82 -1.54 0.02
H 5.43 -0.21 -1.92
H 5.26 3.17 -0.22
H 4.92 1.87 0.93
H 2.45 2.14 0.43
H 3.91 4.55 1.59
H 3.50 3.09 2.47
H 1.83 4.87 2.91
H 1.08 3.52 2.06
H 1.49 5.00 1.19

=====

# 3
64
Properties=species:S:1:pos:R:3 method="wB97M-V/def2-TZVPD" mol_weight_g_mol=622.93 homo_lumo_gap_ev="6.3 / 6.3" homo_energy_ev="-6.222 / -6.226" multiplicity=6
O 0.08 -1.07 -0.46
C 0.05 -2.07 0.40
C -1.17 -2.93 0.13
C -2.26 -2.42 -0.56
H -2.21 -1.40 -0.94
C -3.38 -3.22 -0.78
H -4.23 -2.80 -1.32
C -3.41 -4.53 -0.32
H -4.29 -5.15 -0.48
C -2.31 -5.04 0.37
H -2.32 -6.07 0.73
C -1.19 -4.25 0.59
H -0.33 -4.64 1.12
H 0.95 -2.68 0.22
C 1.54 -1.13 2.22
C 0.17 -1.62 1.86
H 1.73 -1.18 3.29
H 1.68 -0.08 1.90
H 2.27 -1.71 1.67
C -0.94 -1.59 2.68
C -0.99 -1.06 4.09
H -1.88 -1.94 2.27
H -1.29 -1.84 4.77
H -1.72 -0.25 4.17
H -0.02 -0.67 4.41
Dy -0.12 1.00 0.01
Cl -2.51 1.04 -0.33
Cl -0.38 0.78 2.42
H -1.55 -1.44 -4.81
H -2.28 1.19 -4.73
C -1.49 -1.28 -3.73
C -2.04 1.14 -3.66
N -1.06 0.08 -3.45
H -0.78 -1.99 -3.30
C 0.09 0.31 -2.84
O 0.31 1.29 -2.08
H -1.63 2.08 -3.31
H 0.90 -0.40 -3.08
H -2.48 -1.44 -3.28
H -2.94 0.90 -3.09
H 5.14 2.20 0.25
H 5.60 0.60 -1.92
C 4.72 1.26 0.63
C 4.96 -0.13 -1.42
N 4.10 0.52 -0.46
H 3.99 1.47 1.40
C 2.79 0.40 -0.53
O 2.05 1.05 0.25
H 4.34 -0.65 -2.16
H 2.39 -0.32 -1.27
H 5.53 0.66 1.06
H 5.60 -0.86 -0.91
C -2.14 3.59 1.95
C -0.96 3.99 1.18
N -0.14 3.24 0.48
C 0.86 4.05 -0.08
C 0.61 5.30 0.31
N -0.54 5.27 1.11
H -1.99 3.87 3.00
H -3.02 4.10 1.54
H -2.29 2.51 1.89
H 1.65 3.66 -0.70
H 1.16 6.20 0.09
H -0.96 6.09 1.56

=====

# 4
57
Properties=species:S:1:pos:R:3 method="wB97M-V/def2-TZVPD" mol_weight_g_mol=327.52 relative_energy_ev=0.2101 homo_lumo_gap_ev=8.6 homo_energy_ev=-7.829 smiles="CC(C)C[C@H]1CN=C(Nc2ccccc2)N1CCC1CCCCC1"
C 5.44 1.07 0.55
H 4.83 1.05 1.45
H 5.49 2.09 0.19
H 6.45 0.75 0.82
C 4.87 0.15 -0.52
C 4.82 -1.30 -0.02
H 4.40 -1.95 -0.78
H 5.83 -1.64 0.21
H 4.23 -1.38 0.89
C 3.49 0.62 -1.03
H 3.15 -0.10 -1.78
H 3.61 1.58 -1.53
C 2.40 0.76 0.04
N 1.08 0.67 -0.57
C 0.36 1.78 -0.16
N 1.00 2.64 0.53
C 2.34 2.15 0.72
H 3.05 2.85 0.27
H 2.55 2.11 1.80
N -0.95 1.87 -0.55
C -1.87 2.86 -0.26
C -3.17 2.70 -0.73
C -4.13 3.66 -0.46
C -3.81 4.78 0.28
C -2.52 4.94 0.76
C -1.55 3.99 0.49
H -0.54 4.09 0.86
H -2.27 5.81 1.34
H -4.57 5.52 0.50
H -5.14 3.52 -0.84
H -3.43 1.83 -1.32
H -1.29 1.12 -1.12
C 0.49 -0.62 -0.83
H 1.29 -1.30 -1.14
C -0.26 -1.20 0.38
C -1.15 -2.39 0.02
C -2.42 -1.95 -0.71
C -3.31 -3.14 -1.04
C -3.69 -3.90 0.22
C -2.43 -4.35 0.95
C -1.54 -3.16 1.28
H -0.64 -3.50 1.80
H -2.07 -2.48 1.96
H -2.70 -4.88 1.87
H -1.88 -5.05 0.32
H -4.31 -4.76 -0.03
H -4.27 -3.25 0.88
H -4.21 -2.80 -1.55
H -2.78 -3.81 -1.72
H -2.17 -1.42 -1.64
H -2.97 -1.25 -0.07
H -0.59 -3.07 -0.64
H -0.87 -0.42 0.83
H 0.48 -1.51 1.12
H -0.19 -0.52 -1.69
H 2.51 -0.04 0.79
H 5.54 0.18 -1.39

=====

# 5
60
Properties=species:S:1:pos:R:3 method="wB97M-V/def2-TZVPD" mol_weight_g_mol=375.51 relative_energy_ev=0.9386 homo_lumo_gap_ev=9.0 homo_energy_ev=-8.297 smiles="Cc1cc(C)c(C(=O)N2CCC(N3CCC(C(=O)NC(C)C)CC3)CC2)o1"
C -6.74 -3.47 -0.39
C -6.38 -2.06 -0.09
C -6.82 -1.20 0.87
C -6.11 0.02 0.69
C -5.27 -0.20 -0.38
C -4.40 0.72 -1.15
O -4.59 0.93 -2.33
N -3.44 1.37 -0.44
C -2.94 0.95 0.85
H -3.63 0.23 1.29
C -1.55 0.32 0.69
H -1.17 0.03 1.68
H -1.63 -0.58 0.08
C -0.59 1.33 0.02
N 0.78 0.89 -0.12
C 0.99 -0.38 -0.78
C 2.45 -0.51 -1.20
H 2.61 -1.46 -1.71
H 2.71 0.30 -1.89
C 3.37 -0.41 0.02
C 3.05 0.89 0.76
C 1.56 0.96 1.10
H 1.32 0.14 1.80
H 1.35 1.90 1.60
H 3.30 1.73 0.10
H 3.64 0.98 1.67
C 4.83 -0.40 -0.40
O 5.21 0.03 -1.47
N 5.67 -0.87 0.55
H 5.27 -1.19 1.42
C 7.12 -0.91 0.43
C 7.54 -1.79 -0.74
H 7.15 -2.80 -0.61
H 7.16 -1.38 -1.66
H 8.63 -1.85 -0.79
C 7.68 0.51 0.28
H 7.30 0.95 -0.63
H 8.77 0.48 0.24
H 7.38 1.13 1.12
H 7.50 -1.34 1.37
H 3.18 -1.26 0.69
H 0.74 -1.23 -0.11
H 0.36 -0.44 -1.66
C -1.19 1.73 -1.33
C -2.58 2.32 -1.12
H -3.05 2.56 -2.07
H -2.52 3.23 -0.51
H -0.54 2.47 -1.81
H -1.28 0.87 -1.99
H -0.56 2.23 0.65
H -2.88 1.82 1.50
O -5.45 -1.46 -0.85
C -6.27 1.27 1.48
H -7.33 1.53 1.55
H -5.89 1.14 2.49
H -5.74 2.09 1.00
H -7.56 -1.39 1.62
H -5.87 -4.12 -0.29
H -7.51 -3.80 0.30
H -7.11 -3.55 -1.41

=====

# 6
66
Properties=species:S:1:pos:R:3 method="wB97M-V/def2-TZVPD" mol_weight_g_mol=734.70 homo_lumo_gap_ev="3.1 / 3.0" homo_energy_ev="-12.769 / -12.769" charge=+2
Pd -1.75 -0.01 -0.50
N -4.14 2.06 0.04
N -4.75 0.84 -0.17
C -3.89 -0.27 0.11
O -3.92 -1.18 -0.73
O -3.19 -0.20 1.14
H -3.86 2.15 1.02
H -4.70 2.84 -0.29
H -5.23 0.75 -1.06
C 2.28 0.41 -0.73
As 0.63 0.15 0.32
C 0.73 1.75 1.44
C 1.06 -1.17 1.75
C 1.10 -2.68 1.44
C 1.69 -3.38 2.68
C -0.29 -3.28 1.21
As -1.53 -2.65 -0.24
C -2.96 -3.95 0.05
C -0.78 -3.36 -1.92
C 2.00 -2.94 0.23
As 2.32 -4.88 -0.17
C 4.00 -5.30 0.74
C 2.99 -4.74 -2.01
H 2.41 -0.34 -1.50
H 3.15 0.41 -0.06
H 2.22 1.39 -1.21
H 1.64 1.73 2.05
H -0.14 1.80 2.10
H 0.75 2.63 0.80
H 0.29 -0.99 2.52
H 2.02 -0.86 2.16
H 1.14 -3.11 3.57
H 2.73 -3.09 2.83
H 1.64 -4.46 2.56
H -0.88 -3.18 2.13
H -0.16 -4.36 1.02
H -2.56 -4.96 0.00
H -3.71 -3.80 -0.72
H -3.43 -3.79 1.02
H -0.33 -4.35 -1.76
H -0.05 -2.67 -2.35
H -1.61 -3.45 -2.62
H 2.98 -2.48 0.38
H 1.53 -2.50 -0.66
H 3.88 -5.40 1.82
H 4.72 -4.51 0.53
H 4.39 -6.24 0.35
H 2.21 -4.40 -2.70
H 3.35 -5.71 -2.34
H 3.82 -4.03 -2.03
F -0.13 9.14 0.58
C 0.21 8.58 -0.58
F 1.55 8.58 -0.64
F -0.23 9.38 -1.56
C -0.31 7.17 -0.70
C -0.62 6.65 -1.96
C -1.07 5.35 -2.07
C -1.19 4.55 -0.92
C -0.86 5.09 0.34
C -0.43 6.40 0.45
C -1.64 3.23 -0.97
C -2.10 2.08 -0.99
H -0.51 7.28 -2.83
H -1.32 4.94 -3.03
H -0.96 4.48 1.23
H -0.19 6.82 1.41

=====

# 7
80
Properties=species:S:1:pos:R:3 method="wB97M-V/def2-TZVPD" mol_weight_g_mol=804.17 relative_energy_ev=6.2527 homo_lumo_gap_ev=5.8 homo_energy_ev=-3.753 charge=-1
C -0.31 0.20 3.73
P -0.36 -1.19 2.36
O 1.23 -1.97 2.24
B -0.85 -0.40 0.64
C -1.94 0.81 1.07
C -3.01 1.17 -0.12
C -4.07 2.39 0.32
C -3.37 3.79 -0.24
N -3.69 5.01 0.60
C 0.38 0.37 -0.12
C 1.63 0.86 0.80
C 2.50 2.02 -0.04
C 1.91 3.51 0.32
N 2.03 3.92 1.77
C -1.55 -1.63 -0.18
C -1.70 -1.48 -1.79
O -1.54 -0.40 -2.55
Br -2.27 -3.16 -2.79
H -1.35 0.13 4.31
H 0.53 0.00 4.54
H -0.28 1.28 3.27
H 1.81 -1.69 3.02
H -1.31 1.79 1.27
H -2.50 0.40 2.01
H -2.49 1.57 -1.12
H -3.66 0.21 -0.39
H -5.14 2.24 -0.14
H -4.05 2.45 1.49
H -2.20 3.60 -0.21
H -3.64 3.92 -1.39
H -2.78 5.56 0.62
H -3.86 4.67 1.58
H -0.09 1.36 -0.60
H 0.71 -0.28 -1.06
H 2.37 -0.05 0.90
H 1.36 1.36 1.82
H 2.52 1.77 -1.19
H 3.63 1.98 0.34
H 2.40 4.33 -0.37
H 0.74 3.49 0.07
H 2.54 3.20 2.35
H 1.06 4.04 2.20
H -2.58 -1.85 0.37
H -0.89 -2.60 0.02
C -6.18 -7.62 0.07
C -7.38 -6.82 -0.47
C -7.83 -7.20 -1.88
F -6.86 -7.02 -2.80
F -8.88 -6.43 -2.27
F -7.10 -5.49 -0.38
F -8.43 -7.03 0.38
O -4.90 -7.00 -0.06
C -4.27 -7.17 -1.33
C -4.09 -5.86 -2.10
F -5.28 -5.23 -2.30
F -3.55 -6.07 -3.32
F -4.93 -8.12 -2.04
F -3.04 -7.71 -1.06
H -6.33 -7.71 1.15
H -6.18 -8.66 -0.29
H -8.16 -8.24 -1.92
H -3.44 -5.17 -1.55
C 6.89 4.53 -1.40
C 6.13 3.44 -0.62
C 6.20 3.57 0.89
F 7.46 3.51 1.37
F 5.51 2.56 1.49
F 6.57 2.22 -1.03
F 4.82 3.51 -1.00
O 8.21 4.19 -1.84
C 9.24 4.36 -0.87
C 9.90 3.04 -0.46
F 8.99 2.16 0.04
F 10.82 3.24 0.52
F 8.75 5.06 0.18
F 10.16 5.17 -1.46
H 6.33 4.69 -2.33
H 6.86 5.50 -0.89
H 5.74 4.51 1.23
H 10.39 2.57 -1.31